Formula: C96H196Br5Cl2N28O8
Source: OMol25
Level of theory: wB97M-V/def2-TZVPD

As for the spin multiplicity: 1. For the frontier orbital gap, the calculation gives 8.3 eV. The value obtained for the HOMO energy is -20.5 eV. Its charge is +9.

Last column: Löwdin charge in e.
Positions of all 335 atoms, in Å:
C -1.05729 6.00637 -7.27605  -0.059
C 0.22083 5.64800 -6.55224  -0.130
N -0.03800 5.05389 -5.15568  -0.014
C 1.04020 4.39177 -4.53511  -0.017
C 0.69727 4.20888 -3.28085  -0.067
N -0.56869 4.68779 -3.08509  -0.062
C -0.96891 5.21732 -4.24232  -0.032
C -1.41465 4.35191 -1.87892  0.029
H -1.58960 6.78682 -6.74370  0.086
H -1.64405 5.09416 -7.45716  0.095
H -0.72111 6.32300 -8.24907  0.092
H 0.84113 6.52042 -6.31835  0.137
H 0.84139 4.90860 -7.08351  0.131
H 1.90636 4.22964 -5.14436  0.127
H 1.24399 3.87857 -2.41054  0.101
H -1.93124 5.66489 -4.39826  0.166
H -0.76864 4.61945 -1.02222  -0.011
H -1.77026 3.31836 -1.90414  0.088
H -2.20048 5.06725 -1.88860  0.068
C -4.70100 -4.43908 -3.33174  -0.069
C -4.66662 -3.20548 -4.19643  -0.084
N -3.76014 -2.13585 -3.44049  -0.008
C -4.05746 -1.64291 -2.18174  -0.043
C -3.24208 -0.61193 -1.93638  -0.065
N -2.33117 -0.54622 -3.01998  -0.028
C -2.77270 -1.43221 -3.93840  -0.081
C -1.13898 0.42772 -3.05571  0.049
H -3.68084 -4.76385 -3.11817  0.088
H -5.29568 -5.24740 -3.80704  0.109
H -5.16553 -4.15925 -2.39453  0.035
H -5.62304 -2.75021 -4.41122  0.121
H -4.14063 -3.30614 -5.14146  0.120
H -4.84587 -2.05364 -1.57457  0.119
H -3.22677 0.04067 -1.05825  -0.005
H -2.10824 -1.67101 -4.75085  0.077
H -0.77034 0.52696 -2.05000  0.075
H -1.49939 1.40412 -3.41882  0.080
H -0.38600 0.21913 -3.82311  0.088
C 0.31611 -7.17146 -6.12681  -0.083
C -0.89867 -6.78316 -6.93948  -0.136
N -0.53162 -6.21901 -8.31111  -0.045
C 0.45976 -5.28589 -8.49979  -0.024
C 0.47527 -4.96569 -9.82551  -0.008
N -0.42820 -5.79862 -10.40210  -0.082
C -1.10585 -6.53658 -9.46164  0.027
C -0.65231 -5.95386 -11.86647  0.039
H 0.84880 -6.26928 -5.74788  0.033
H 0.99907 -7.65677 -6.81755  0.090
H -0.01071 -7.82136 -5.30588  0.079
H -1.48859 -6.00992 -6.42065  0.116
H -1.42107 -7.65758 -7.24941  0.113
H 1.02452 -4.87546 -7.64581  0.114
H 1.05790 -4.19207 -10.31668  0.146
H -1.83751 -7.27364 -9.74943  0.176
H -0.04337 -6.78090 -12.20324  0.107
H -0.41163 -5.06411 -12.45786  0.111
H -1.68930 -6.18476 -12.09298  0.103
C -0.96712 -4.86221 7.16779  -0.055
C -0.23939 -3.53831 7.33458  -0.141
N 0.93317 -3.34794 6.40805  -0.013
C 0.82835 -2.94700 5.08805  -0.067
C 2.02069 -2.56888 4.69012  -0.059
N 2.87902 -2.75695 5.69139  -0.062
C 2.22196 -3.26746 6.68902  -0.036
C 4.37029 -2.49190 5.57882  0.065
H -1.69195 -4.88333 7.96602  0.084
H -0.34344 -5.73835 7.33827  0.089
H -1.47928 -4.95251 6.19203  0.062
H 0.24732 -3.38096 8.33761  0.144
H -0.79363 -2.59434 7.19194  0.109
H -0.10413 -2.87505 4.54006  -0.002
H 2.37236 -2.20618 3.77760  0.113
H 2.56869 -3.57164 7.64437  0.171
H 4.80411 -2.75385 6.54798  0.103
H 4.49840 -1.38001 5.46290  0.089
H 4.74882 -3.11370 4.77188  0.099
C -0.25873 8.61884 3.21786  -0.061
C -0.60099 8.65600 1.75476  -0.159
N -2.01111 8.21427 1.41767  -0.014
C -3.14538 9.05530 1.30405  0.048
C -4.15418 8.24035 0.90275  -0.024
N -3.66848 7.00254 0.71992  -0.089
C -2.38111 6.96666 1.08894  -0.026
C -4.43030 5.84167 0.22372  0.006
H 0.57316 9.32538 3.37390  0.080
H 0.00343 7.58517 3.49791  0.074
H -1.05276 8.95652 3.84969  0.079
H 0.10533 8.08265 1.13053  0.101
H -0.58608 9.69741 1.39070  0.134
H -3.11197 10.07572 1.65592  0.149
H -5.17496 8.47940 0.63049  0.154
H -1.79001 6.11900 1.18239  0.056
H -5.29447 5.62908 0.88914  0.110
H -3.85605 4.90239 0.26805  0.089
H -4.87321 5.88109 -0.78752  0.105
C -5.17419 -4.51354 0.37551  -0.082
C -4.48110 -5.83071 0.60467  -0.145
N -5.20630 -6.57751 1.68626  -0.034
C -5.23831 -6.17374 3.04254  0.011
C -5.97589 -7.07575 3.72167  -0.005
N -6.34605 -8.02061 2.82685  -0.069
C -5.86496 -7.73268 1.61297  -0.003
C -7.25105 -9.17897 3.16569  0.070
H -4.51629 -3.80302 -0.14014  0.056
H -5.30288 -4.05280 1.34627  0.056
H -6.14085 -4.45978 -0.17301  0.105
H -3.43456 -5.54881 0.98986  0.136
H -4.36604 -6.48839 -0.24042  0.117
H -4.69778 -5.27408 3.27847  0.119
H -6.24770 -7.18298 4.75073  0.149
H -5.98929 -8.30191 0.70453  0.175
H -7.83372 -9.50380 2.33542  0.095
H -7.96409 -8.82972 3.89938  0.109
H -6.64235 -10.02456 3.44333  0.109
C 10.89400 -1.32628 -6.46586  -0.059
C 10.55768 -1.77858 -5.06349  -0.100
N 9.35154 -1.02162 -4.42648  -0.020
C 8.34952 -0.44743 -5.14287  -0.032
C 7.43260 0.00116 -4.29306  -0.033
N 7.90593 -0.18700 -3.02220  -0.058
C 9.09984 -0.84935 -3.12356  0.021
C 7.22326 0.24791 -1.75933  0.021
H 11.52210 -2.09358 -6.98502  0.117
H 11.45747 -0.34789 -6.45471  0.114
H 9.98967 -1.19469 -7.08737  0.069
H 11.35444 -1.57759 -4.34986  0.130
H 10.17127 -2.75768 -4.93323  0.117
H 8.33230 -0.44251 -6.20157  0.121
H 6.45142 0.42017 -4.37740  0.106
H 9.73610 -1.18598 -2.34903  0.159
H 7.29990 1.31473 -1.67131  0.078
H 7.56318 -0.24195 -0.85424  0.069
H 6.12708 0.02854 -1.79457  0.074
C -0.53783 2.30457 4.53590  -0.059
C -0.29607 0.94850 5.17160  -0.119
N -1.06546 0.98851 6.51193  -0.014
C -2.20133 0.25108 6.90911  -0.024
C -2.60311 0.72376 8.06662  0.016
N -1.65958 1.65747 8.40886  -0.091
C -0.79966 1.83988 7.47034  -0.074
C -1.63627 2.46454 9.60978  0.033
H -1.61655 2.47509 4.39096  0.096
H 0.00600 2.42246 3.57789  0.044
H -0.03248 3.04372 5.16639  0.068
H 0.74972 0.71903 5.43588  0.125
H -0.75352 0.06311 4.67350  0.077
H -2.52932 -0.46776 6.18359  0.014
H -3.38567 0.45515 8.73694  0.148
H -0.13413 2.68403 7.44740  0.171
H -1.28763 3.46738 9.33672  0.110
H -1.02784 2.09380 10.42642  0.112
H -2.64953 2.54851 10.00649  0.114
C -0.68817 -2.78560 -0.41811  -0.074
C -1.22696 -1.77791 0.58935  -0.194
N -0.27086 -0.71934 0.77258  -0.026
C -0.62593 0.51624 1.33465  -0.018
C 0.48307 1.29413 1.38500  -0.062
N 1.49187 0.59287 0.76900  -0.037
C 1.00371 -0.61130 0.42514  -0.067
C 2.87502 1.08277 0.50823  -0.038
H -0.41628 -2.36213 -1.36988  0.055
H -1.40939 -3.57735 -0.46900  0.065
H 0.18458 -3.23240 0.04848  -0.008
H -1.42123 -2.27394 1.53906  0.055
H -2.16824 -1.34469 0.28084  0.070
H -1.66650 0.62936 1.63603  0.056
H 0.55448 2.29240 1.68311  -0.025
H 1.53984 -1.44379 -0.02688  0.025
H 3.41277 1.23682 1.45354  -0.020
H 2.73147 1.90828 -0.15954  0.017
H 3.42191 0.33962 -0.05692  0.063
C 3.63315 0.59622 -7.11880  -0.055
C 2.83081 -0.73442 -7.11114  -0.150
N 3.26338 -1.62459 -6.04412  -0.060
C 3.59628 -2.93350 -6.26596  -0.026
C 3.74590 -3.50638 -5.04747  -0.050
N 3.56373 -2.53303 -4.12050  -0.114
C 3.29607 -1.37698 -4.72413  -0.073
C 3.39117 -2.77243 -2.70962  -0.100
H 3.21403 1.16105 -7.96702  0.085
H 4.70546 0.56603 -7.26875  0.071
H 3.44202 1.14564 -6.16901  0.042
H 2.95838 -1.28949 -8.03290  0.121
H 1.76035 -0.55442 -6.94953  0.129
H 3.72903 -3.29257 -7.27118  0.137
H 3.84863 -4.48572 -4.68269  0.128
H 3.03888 -0.44696 -4.24787  0.022
H 4.23358 -3.34306 -2.24825  0.081
H 2.41851 -3.22022 -2.57133  0.016
H 3.24637 -1.76422 -2.26664  0.077
C 5.02293 3.94001 0.27152  -0.072
C 4.64195 4.94944 -0.81531  -0.179
N 5.74454 5.41152 -1.66141  -0.045
C 6.68036 6.41376 -1.39863  0.022
C 7.56961 6.38819 -2.41748  0.022
N 7.15086 5.37557 -3.26988  -0.079
C 6.00088 4.89968 -2.84966  -0.050
C 7.70289 5.11469 -4.60337  0.028
H 5.83287 4.31391 0.91478  0.075
H 5.33677 2.94883 -0.02609  0.057
H 4.10376 3.82662 0.86485  0.052
H 4.15044 5.87010 -0.42145  0.130
H 3.84892 4.54673 -1.46605  0.087
H 6.60439 6.99980 -0.50914  0.135
H 8.38754 7.05714 -2.61330  0.150
H 5.34764 4.19756 -3.39461  0.116
H 7.05006 4.65145 -5.33939  0.101
H 8.54374 4.44189 -4.51630  0.098
H 7.99559 6.09499 -5.01888  0.121
C 0.90481 -8.80581 -2.27873  -0.058
C 1.11045 -7.39311 -1.80111  -0.115
N 0.47328 -7.17548 -0.43616  -0.043
C -0.70630 -7.66570 0.02099  -0.015
C -0.87301 -7.16921 1.26646  -0.034
N 0.20967 -6.37230 1.54499  -0.036
C 0.94750 -6.36603 0.44747  -0.112
C 0.38312 -5.67757 2.86669  0.040
H 1.49528 -8.87007 -3.19515  0.091
H -0.08293 -9.05923 -2.56612  0.065
H 1.33274 -9.53894 -1.60861  0.100
H 0.63189 -6.58155 -2.36323  0.123
H 2.14277 -7.05827 -1.64390  0.133
H -1.17288 -8.45183 -0.59041  0.146
H -1.72762 -7.28232 1.87473  0.114
H 1.84627 -5.73274 0.24862  0.015
H 0.12915 -4.61569 2.71223  0.077
H 1.36467 -5.74540 3.24913  0.082
H -0.34991 -6.10764 3.57034  0.105
C -14.02944 -1.74817 -1.09752  -0.050
O -13.32098 -1.12522 -2.17077  -0.219
C -14.01270 -0.60478 -3.27534  -0.201
C -12.95904 -0.41475 -4.34828  -0.068
N -11.75723 0.34436 -3.82273  0.037
H -11.68339 0.00342 -2.82379  0.188
H -10.91381 0.01908 -4.29139  0.162
C -11.69951 1.81323 -3.93183  -0.084
C -10.34559 2.30271 -3.42898  -0.185
O -9.31632 1.43194 -3.91135  -0.204
C -8.05644 1.73431 -3.35322  -0.099
H -13.40358 -2.54928 -0.69465  0.094
H -14.93736 -2.23703 -1.45118  0.100
H -14.31474 -1.06983 -0.30312  0.093
H -14.62520 0.32256 -3.10548  0.152
H -14.77416 -1.34776 -3.58534  0.149
H -13.19908 0.06221 -5.29204  0.144
H -12.61844 -1.41518 -4.62744  0.142
H -12.54042 2.25356 -3.38024  0.157
H -11.78500 2.06138 -4.98528  0.146
H -10.31280 2.27958 -2.30235  0.140
H -10.19018 3.33744 -3.65185  0.129
H -7.45268 0.83754 -3.54365  0.085
H -8.08434 1.91309 -2.26465  0.096
H -7.60180 2.54343 -3.93040  0.096
C 6.87644 -2.71367 0.78765  -0.066
O 7.17810 -1.33522 1.11180  -0.230
C 6.53169 -0.74802 2.22161  -0.258
C 7.37987 -0.50695 3.49825  -0.113
N 8.53879 0.40888 3.18367  0.085
H 9.28394 0.22135 3.80162  0.157
H 8.87649 0.33310 2.21688  0.164
C 8.14965 1.89994 3.40015  -0.068
C 9.26371 2.75252 2.83773  -0.234
O 9.59383 2.31654 1.54588  -0.199
C 10.72909 3.04198 1.18574  -0.104
H 6.34688 -3.13288 1.62206  0.062
H 7.78630 -3.34176 0.63377  0.105
H 6.18903 -2.79574 -0.09179  0.072
H 5.62398 -1.28598 2.51688  0.102
H 6.10919 0.22453 1.91591  0.052
H 7.92036 -1.33036 4.03251  0.153
H 6.68046 -0.05950 4.18887  0.042
H 7.77811 2.01195 4.44063  0.146
H 7.32363 2.05544 2.72788  0.085
H 10.20352 2.81791 3.47317  0.160
H 8.83022 3.76525 2.70990  0.138
H 10.53499 4.14460 1.20549  0.116
H 10.95320 2.74313 0.16831  0.093
H 11.61062 2.77924 1.76026  0.104
C -6.73572 -0.11332 7.04974  -0.057
O -5.62731 0.12972 6.15559  -0.219
C -5.71834 1.30143 5.37813  -0.192
C -4.87318 0.98311 4.14279  -0.141
N -5.40759 -0.22434 3.47218  -0.021
H -4.76228 -0.34346 2.62943  0.011
H -5.24933 -1.03118 4.08959  0.099
C -6.80191 -0.22965 2.96961  -0.137
C -7.08622 -1.46932 2.20959  -0.229
O -6.89772 -2.69091 2.86950  -0.184
C -7.68920 -2.84555 3.98380  -0.116
H -6.58658 -1.16677 7.32998  0.098
H -7.71432 -0.05414 6.54361  0.095
H -6.77535 0.52797 7.92835  0.095
H -5.44015 2.12912 5.93004  0.107
H -6.73090 1.54057 5.12021  0.118
H -3.83145 0.73556 4.37306  0.099
H -4.90523 1.75912 3.39040  0.080
H -6.90237 0.64548 2.34443  0.126
H -7.56001 -0.20305 3.76748  0.136
H -6.55560 -1.56466 1.24705  0.124
H -8.14380 -1.38183 1.94766  0.137
H -7.66646 -3.91698 4.24099  0.099
H -8.73666 -2.52209 3.93519  0.115
H -7.28880 -2.41952 4.89567  0.078
C 3.17023 9.82845 4.70710  -0.056
O 3.11859 8.39548 4.53334  -0.226
C 4.02246 8.09225 3.49608  -0.201
C 3.81049 6.58170 3.17916  -0.065
N 3.97826 5.86447 4.51396  0.068
H 4.96720 5.89105 4.74851  0.165
H 3.58488 6.50188 5.17432  0.145
C 3.48996 4.41446 4.60856  -0.098
C 4.00138 3.76610 5.88605  -0.225
O 5.42132 4.04831 6.02091  -0.204
C 5.96633 3.42334 7.12818  -0.119
H 2.93182 10.32554 3.74548  0.098
H 4.19498 10.09953 4.97072  0.101
H 2.48812 10.12852 5.51813  0.113
H 5.04505 8.33640 3.85917  0.145
H 3.79154 8.74021 2.66681  0.121
H 4.43864 6.06799 2.44971  0.116
H 2.81445 6.34875 2.83700  0.049
H 3.90968 3.88075 3.74678  0.059
H 2.38688 4.48777 4.49170  0.132
H 3.78003 2.71370 5.77287  0.053
H 3.50114 4.09234 6.81130  0.133
H 5.70348 2.36178 7.27469  0.101
H 5.73591 3.98764 8.03183  0.101
H 7.04002 3.49230 7.03604  0.091
Cl 4.56150 1.30082 3.59770  -0.095
Cl -4.19574 0.84919 0.94617  -0.107
Br 3.66494 1.74702 -2.94965  -0.236
Br 0.79783 4.88617 1.16659  -0.245
Br 0.21425 -3.39126 -4.66026  -0.355
Br 2.87724 -3.54304 0.45802  -0.097
Br -2.60024 -2.33600 4.25507  -0.199

Forces on the atoms, in the same order (eV/Å):
0.6896 -0.9885 0.1170
-0.3610 -0.0988 1.2971
1.7503 -0.3871 -0.5956
-0.4104 1.0871 -2.3881
0.3548 -0.7165 2.7817
-0.8761 -0.4573 0.1419
-0.9072 0.0612 -0.2118
1.7870 0.9950 -0.5885
-0.2661 0.0602 -0.2489
-0.1316 0.4235 0.2544
-0.2439 0.5703 -0.4086
-0.1417 -0.0750 -0.3541
-0.4130 0.2132 0.2699
0.3532 -0.2645 0.3531
0.1330 -0.4328 -0.2707
-0.1523 0.1201 -0.0993
-0.3453 -0.6850 -0.0660
0.2115 0.2809 0.0283
-0.9792 0.3349 -0.0126
-0.2735 -0.1792 -0.3733
2.1811 1.3608 0.5544
-2.2314 -1.1376 -0.6525
-0.6644 -0.2401 -0.3385
1.6111 0.5269 -0.0753
-0.5580 0.8657 0.5624
2.4899 0.4241 0.5279
-1.8055 0.0144 -1.2708
-0.1019 -0.1711 -0.1478
0.4319 0.5038 0.2924
-0.2249 -0.2540 0.2316
-0.2050 0.1826 0.2844
-0.0029 -0.3536 -0.0517
-0.0695 0.1518 -0.1152
0.0959 -0.1457 -0.3514
-0.3813 -0.2789 -0.6239
0.3326 -0.1838 0.2189
-0.3044 -0.2435 0.5045
-0.1103 -0.9821 0.5483
0.4612 0.9482 -0.3300
0.3710 1.1195 -1.0603
0.1201 -0.3119 1.9860
0.0588 0.7159 0.6405
0.3220 -0.3482 0.9828
-1.8644 -0.3854 -1.0947
2.2220 1.5041 -1.6994
-0.0724 -0.0337 -0.1173
-0.5403 -0.5995 0.0497
0.1969 -0.5768 0.3074
0.3249 0.1369 -0.2427
-0.0688 -0.5264 -0.3361
-0.9450 -0.6179 0.4220
-0.5640 -0.2880 -0.6652
-0.2201 -0.5474 -0.2377
-0.0913 -0.0480 0.4622
0.1926 -0.1162 -0.1589
0.1860 -0.0265 0.6115
-0.1129 -0.0483 0.3427
-0.1210 0.4377 -0.2256
1.8717 0.7639 0.6822
-0.6256 -0.0016 -1.2444
-2.7051 -0.1260 0.1696
0.7070 0.4832 -1.4435
3.2596 0.0547 0.1993
-0.7947 -0.4524 2.3053
-1.2983 0.7925 1.0270
-0.5570 -0.0986 0.1011
0.3212 0.1916 -0.1051
0.2229 0.2131 0.4868
-0.7186 -0.6758 -0.6790
-0.4334 -0.8405 -0.1546
-0.1055 -0.1207 0.3817
0.2485 0.4936 -1.3616
0.7127 0.0022 0.5408
0.0561 -0.1855 -0.3196
-0.0765 -1.1647 -0.3760
0.1476 0.2597 0.0171
0.7407 -0.5554 -0.0992
-0.8088 0.8351 -0.9662
-0.3385 -0.2041 -0.0109
1.1676 -1.1610 0.6146
-0.8961 1.7395 -0.5123
0.3784 -2.0665 -0.3712
-0.8541 2.3751 -0.0657
-1.0518 -1.2535 0.6822
-0.1052 -0.5914 0.0667
0.1262 0.5010 0.1226
-0.6498 0.2412 0.2856
-0.4912 0.0328 0.3234
0.0733 -0.4119 0.0962
-0.0765 -0.0188 -0.3585
0.1801 0.0473 0.2267
1.1868 -1.4004 -0.1386
0.5309 0.4691 -0.2173
0.2851 0.6524 0.0724
0.6382 0.8178 0.3376
-0.3271 1.2123 -0.6253
0.8047 0.3463 1.4415
0.6158 -0.0179 1.1524
0.5154 0.6044 -1.5458
0.4447 0.2911 -0.0304
-1.1985 -1.6911 -1.1723
-0.1583 0.3388 0.1473
0.7012 0.6246 -0.0844
0.1674 -0.3590 -0.0631
-0.3600 0.1743 0.2689
0.5276 -0.6827 0.4947
-1.4736 -0.8178 -0.4086
-0.1070 -0.1767 -0.3296
-0.1500 0.0785 0.5113
0.0012 0.2088 0.2826
-0.1798 -0.1129 0.1722
-0.2406 0.1603 -0.9968
0.1949 -0.1507 0.4527
0.0869 -0.0914 0.6159
0.3833 0.5563 -0.5959
-0.9071 1.3748 1.2733
1.0877 0.4344 -0.0654
0.1786 -0.6470 -0.8000
-1.1249 0.8884 1.5411
1.0939 -1.1890 1.3504
-1.4160 0.8085 -1.3215
-1.1306 -0.5437 -0.7021
-0.4552 0.6429 0.6102
-0.5861 -1.0957 -0.0231
0.4989 -0.1786 0.2139
0.1935 -0.2972 -0.1814
0.3641 -1.2708 -0.4507
0.0340 -0.0650 -0.5810
-0.1980 0.3225 -0.4456
0.3157 -0.1253 0.7203
0.2620 0.5090 0.0451
0.6020 -0.2126 -0.1947
0.8628 0.0531 -0.4559
0.9772 -0.1258 -0.7340
-1.3831 -0.8910 1.4252
0.3245 -0.9314 -1.3529
1.4988 -0.3758 -3.4694
0.3240 0.2357 1.6309
-1.1180 0.9556 2.6639
0.8134 0.4501 -1.0352
-0.7317 1.0856 0.7566
0.5252 0.1984 0.1294
-0.5654 -0.3058 0.4991
-0.6208 0.2265 0.0370
-0.3803 0.2394 -0.3305
0.4172 0.7155 -0.0716
-0.5304 -0.4768 0.1698
-0.3607 -0.1357 0.1724
0.4075 -0.2611 0.0189
-0.1318 -0.2236 0.1980
0.2966 -0.4478 -0.2259
0.0720 0.0808 -0.1513
-0.0048 0.0972 1.4466
0.1209 -1.0741 -0.6160
0.1534 2.8294 0.6585
-0.5341 -0.9582 0.3973
-0.7532 -1.2078 -0.8573
0.2023 -1.1638 -0.0042
0.6246 -0.5790 -0.3267
-0.6840 -0.7412 0.2795
-0.1128 0.0034 -0.5253
-0.5083 -0.4425 -0.6038
0.4113 -0.1279 -0.2837
0.0856 0.0988 0.2187
-0.1295 0.2895 -0.0246
0.3536 0.3515 0.0227
0.4400 1.2928 0.2344
0.3083 0.3558 0.1379
-0.3580 0.3941 -0.2104
0.3907 0.7811 0.0218
-0.1457 -0.3833 -0.1143
-1.5043 0.2921 0.1071
0.7838 0.9835 0.3744
0.5575 -0.0527 0.4649
-0.0029 -0.1340 0.0653
-0.1037 0.4418 -0.2167
0.0639 0.6386 -0.2502
-0.6442 -0.7610 -0.9368
0.1394 1.0596 0.9972
0.2094 0.1235 0.4131
0.1395 -0.6398 -0.0447
0.0821 -0.2309 -0.6321
-0.0172 0.0408 -0.1611
0.2699 0.0996 -0.1960
-0.1352 -0.2200 0.0771
0.4176 -1.0972 -0.1451
0.1222 0.1796 0.1629
-0.8568 0.5655 -0.4460
-0.0660 -0.6870 0.0606
0.6174 -0.6464 0.1208
-0.2861 0.8642 0.6006
-0.9886 0.5803 0.0397
-0.3363 0.4352 0.0971
-0.3443 -1.0626 -0.0042
-0.3086 -0.1537 0.2243
-0.1140 0.8205 -1.4869
-0.3674 -1.2373 0.0360
0.7954 0.8362 -0.4604
-0.2926 0.1363 -0.0489
-0.1024 -0.1251 -0.7162
0.3436 -0.0872 0.0978
0.5518 -0.6775 0.2305
0.5602 -0.1842 0.0377
0.1453 0.2506 0.1789
0.2300 -0.2019 -0.1410
0.5605 0.1819 0.5540
-0.6842 0.0813 0.5590
0.4487 0.1413 0.0868
0.1597 -0.6298 0.1057
1.6915 0.5860 -0.7062
-0.9553 1.2703 1.5055
0.0746 -0.5829 -1.6188
-0.3973 -1.5846 -0.8790
-0.3101 -0.3019 -0.5449
-0.8420 0.2559 1.1019
3.2502 1.9088 0.7227
-1.7470 0.6278 -1.2176
-0.0065 -0.2023 -0.0670
-1.0907 -0.1156 0.0178
-0.0728 -0.1221 0.2934
0.1123 -0.5625 -0.6302
-0.0833 -0.5925 -0.2150
-0.2436 0.6722 0.7679
-0.3148 -0.1874 0.9329
-0.6981 -0.4917 0.6515
0.1592 -0.3970 0.1252
1.0886 -0.3422 0.1297
0.4511 0.0587 -0.4106
-0.4383 -0.6440 -0.2190
0.8885 0.5063 0.3525
-1.7119 0.2929 -0.0790
0.4166 -0.3791 -0.6662
0.1281 -1.4140 1.3754
-0.0491 0.5224 -0.8590
0.0877 -0.2187 -0.0036
-0.0916 0.6344 -0.0419
0.0328 -1.0200 1.8662
-1.0500 0.4660 0.2543
0.5185 -0.7050 -0.5461
0.1125 0.3184 -0.0905
-0.0766 0.0804 -0.2106
0.1154 0.4046 0.0145
0.7882 -0.4930 0.3547
0.4461 0.2939 -0.3715
-0.7807 0.2030 0.1309
0.3326 0.1439 0.1876
0.3371 -0.0242 -0.1652
-0.2374 -0.0456 -0.1541
-0.1757 -0.1898 -0.7496
0.1207 0.6664 -0.7032
0.0156 0.2247 0.1919
-0.1225 0.1542 -0.4113
0.0324 0.2702 0.4337
-0.0817 -0.0786 -0.1612
0.6191 -0.2848 -0.2597
-0.2884 -0.1821 0.2306
0.9382 -1.1718 -0.6411
-2.0099 2.0684 -0.0512
1.3066 -0.4191 0.7619
-0.0631 -0.2063 0.1278
0.2766 -1.2466 -0.6759
0.2156 1.0782 1.2811
-0.5311 -0.7017 0.8364
0.7602 0.8460 -1.7135
-0.3412 -0.4218 0.3916
-0.4716 0.8791 0.0171
0.6412 0.3052 0.5781
0.1953 -0.2330 0.0062
0.4703 -0.2045 0.0953
-1.0973 -0.0631 -0.9096
0.1218 0.5777 0.2587
0.6834 0.1772 -0.6887
-0.6801 -0.1533 0.0019
-1.1367 -0.1353 -0.4740
0.3903 -0.1334 0.5792
0.2419 -0.7978 0.1143
0.0772 0.1883 -0.2770
0.0366 0.1040 0.4786
0.1058 -1.0029 -0.5041
-0.7950 -0.0839 0.5550
0.1715 -2.0589 -0.9734
-0.6379 0.5736 0.3928
0.9075 -0.9921 -0.3024
-0.6817 0.1518 0.5251
0.0585 0.0652 -0.0550
0.1436 0.3664 0.8720
-0.6806 -0.7259 -1.8528
0.7781 0.4871 -0.6583
-0.6952 -1.6273 2.0372
-0.1947 0.4702 0.2889
0.3646 0.1655 -0.0836
0.3055 0.1396 -0.0179
1.3227 1.9296 1.0029
-0.9104 -0.2186 -0.4866
-0.2127 0.1401 0.1334
0.1138 0.3249 -0.0446
-0.1759 0.1720 -0.2654
0.6999 0.3800 0.1729
0.1656 0.3068 0.4753
-0.2318 -0.0164 -0.1772
-0.3270 0.2304 -0.3351
0.1257 0.0091 -0.6171
0.4151 0.7231 0.1893
-0.0981 0.0753 0.2526
-0.1359 0.4278 -0.0812
0.1965 -1.1094 0.3370
0.1038 -0.0433 0.7297
0.7635 -0.5426 -1.1980
0.3701 -0.3952 0.1106
-1.0001 0.4155 1.0111
-0.0166 1.1986 -0.2394
0.5112 0.7325 0.4166
-2.1418 -0.2245 -1.7467
0.8536 -0.2475 1.4052
-0.1298 -0.1468 0.5408
-0.0675 0.1781 0.1278
0.2523 -0.2304 -0.4862
-0.2250 -0.3599 -0.4423
0.1182 -0.0548 -0.7847
0.4769 0.4995 0.1518
-0.6149 0.2973 0.0354
-0.0933 0.1249 0.1843
0.6935 -0.3652 0.2732
0.3697 -0.5086 -0.0692
-0.0474 0.3092 -0.2613
-0.1847 0.3386 -0.3493
-0.2769 -0.1324 0.2520
0.3695 -0.0909 -0.1198
-0.2404 0.0807 0.2171
0.1331 -0.0775 -0.1745
0.0739 0.1557 -0.1251
0.0301 0.1182 -0.0139
-0.1924 0.1529 0.0373
0.1065 0.0797 0.2945
-0.1164 0.1153 -0.1962